2 unconnected molecules or ions with the total composition C27H37F4Si. Source: the Open Molecules 2025 dataset; level of theory: ωB97M-V/def2-TZVPD.

XYZ file:
```
69
Properties=species:S:1:pos:R:3:forces:R:3:mulliken_charge:R:1
C 1.1371 -0.6613 6.1200 0.079 -0.083 0.110 -1.2719
C 1.4422 -1.8888 5.2732 -0.111 -0.011 -0.318 -0.4216
C 0.7020 -1.8548 3.9342 -0.107 0.052 0.023 -0.3249
C 1.0061 -3.0517 3.0366 -0.093 0.174 -0.009 -0.9217
C 0.2378 -3.0385 1.7002 -0.040 -0.323 0.018 -0.5425
C 0.6234 -1.8839 0.7546 0.614 0.466 -0.069 -0.5935
Si -0.3619 -1.7412 -0.8446 -0.447 -0.275 0.582 0.1141
C -2.1995 -1.7577 -0.4201 0.113 0.383 -0.337 -0.7850
C -2.5988 -0.5684 0.4551 -0.258 -0.042 0.204 -0.2965
C -4.0932 -0.5485 0.7897 0.068 0.176 0.057 -0.7752
C -4.4609 0.6686 1.6346 -0.019 -0.059 0.014 -0.6776
C -5.9444 0.7370 1.9881 0.274 -0.031 -0.072 -0.3277
C -6.2777 1.9790 2.8024 -0.154 -0.078 -0.004 -1.2617
H 0.0530 -0.3893 -1.6241 -0.362 -1.156 0.536 -0.0053
H 1.6924 -0.7040 7.0585 -0.076 0.106 0.001 0.3904
H 1.4215 0.2574 5.5977 -0.030 -0.060 0.051 0.3137
H 0.0706 -0.6023 6.3570 0.098 0.017 -0.018 0.3120
H 2.5197 -1.9527 5.0797 -0.076 -0.028 0.071 0.3336
H 1.1576 -2.7995 5.8136 0.081 0.088 -0.032 0.3322
H -0.3814 -1.8097 4.1334 0.175 0.004 -0.092 0.2576
H 0.9629 -0.9237 3.4090 -0.049 -0.103 0.134 0.1809
H 2.0868 -3.0797 2.8413 -0.112 -0.066 -0.027 0.3276
H 0.7571 -3.9724 3.5870 0.061 0.171 -0.223 0.3599
H 0.4446 -3.9955 1.2028 -0.143 0.167 -0.057 0.3933
H -0.8416 -3.0292 1.9155 0.200 0.078 -0.066 0.2570
H 0.5693 -0.9203 1.2875 -0.041 -0.211 -0.112 0.1793
H 1.6840 -2.0032 0.4699 -0.177 0.059 0.153 0.4835
H -0.1125 -2.9517 -1.6639 0.266 0.302 -0.336 -0.1912
H -2.7655 -1.7336 -1.3612 -0.043 -0.007 0.127 0.4804
H -2.4862 -2.7000 0.0780 0.347 0.181 -0.198 0.4213
H -2.0363 -0.5717 1.4043 -0.053 -0.051 -0.246 0.1191
H -2.3365 0.3726 -0.0489 -0.028 -0.046 0.029 0.2137
H -4.6857 -0.5445 -0.1366 0.121 -0.026 0.103 0.3290
H -4.3646 -1.4657 1.3318 0.078 0.102 -0.108 0.3357
H -3.8688 0.6527 2.5623 -0.073 0.052 -0.139 0.3143
H -4.1761 1.5836 1.0930 -0.024 -0.110 0.096 0.3237
H -6.5272 0.7263 1.0588 -0.008 -0.018 0.130 0.3213
H -6.2128 -0.1665 2.5493 -0.051 0.102 -0.079 0.3095
H -7.3444 2.0000 3.0299 0.040 0.119 0.066 0.3799
H -5.7267 1.9901 3.7477 -0.050 0.019 -0.089 0.3179
H -6.0284 2.8898 2.2495 -0.022 -0.068 0.067 0.3187
F 7.1318 1.8224 -3.7608 -0.966 0.148 1.406 -0.2862
C 6.3691 1.9482 -2.6207 0.550 -0.030 -0.846 0.3415
C 7.0155 2.3215 -1.4375 -0.845 -0.173 -0.067 -0.6005
C 6.2043 2.4371 -0.3060 0.663 0.312 0.884 0.3171
F 6.8055 2.7982 0.8797 -0.797 -0.460 -1.451 -0.2847
C 4.8371 2.2188 -0.3219 -0.536 -0.156 -0.615 -0.8011
C 4.1942 1.8484 -1.5447 1.773 0.242 0.248 0.8983
C 2.7835 1.6316 -1.5744 -0.872 -0.201 -0.109 -0.1988
C 2.0814 1.1235 -2.6541 -0.154 -0.396 0.318 0.1296
C 0.6653 1.1250 -2.7426 0.995 1.738 -0.549 -0.6090
C 0.0135 0.9374 -4.0266 -0.485 -0.368 -0.764 1.0102
C -1.1338 1.6854 -4.4051 0.114 -0.283 0.367 -0.6764
C -1.7034 1.4653 -5.6541 -0.835 0.647 -0.323 0.3161
F -2.8176 2.1934 -6.0187 1.470 -0.914 0.567 -0.2896
C -1.2115 0.5351 -6.5711 0.326 0.092 0.651 -0.6033
C -0.0713 -0.1634 -6.1799 0.516 -0.857 -0.477 0.1648
F 0.4455 -1.1078 -7.0418 -0.625 1.248 1.076 -0.2905
C 0.5572 0.0263 -4.9529 0.011 -0.162 -0.147 -0.5970
C 5.0048 1.7163 -2.7061 -0.253 -0.061 0.174 -0.8021
H 8.0815 2.5151 -1.4063 -0.124 -0.038 0.020 0.4932
H 4.2406 2.3206 0.5804 0.249 0.051 -0.043 0.4475
H 2.2287 1.8950 -0.6648 0.140 -0.023 -0.325 0.3594
H 2.6583 0.7400 -3.4960 -0.321 0.149 0.174 0.0532
H 0.1295 1.7384 -2.0141 0.019 -0.499 0.058 0.5073
H -1.5556 2.4278 -3.7271 -0.020 -0.226 -0.244 0.4619
H -1.6887 0.3570 -7.5272 0.041 0.060 0.092 0.4975
H 1.4482 -0.5502 -4.6917 -0.420 0.043 -0.267 0.5505
H 4.5491 1.4466 -3.6607 0.416 0.151 0.251 0.4678
```
Forces are in eV/Å.

Properties
**Orbital gap**: 6.22 eV
**Charge**: +1

***

A gas-phase ion, C27H37N2O3 (charge +1). Source: the Open Molecules 2025 dataset; level of theory: ωB97M-V/def2-TZVPD.

XYZ file:
```
69
Properties=species:S:1:pos:R:3:forces:R:3:mulliken_charge:R:1
C -11.1592 -0.1525 -0.2539 0.122 0.156 -0.143 -1.1821
C -10.1129 0.9036 -0.5900 0.014 -0.011 0.240 -0.5629
C -8.8119 0.7418 0.1983 -0.028 -0.083 -0.373 -0.3993
C -8.0111 -0.4906 -0.2175 0.016 0.066 0.365 -0.5287
C -6.7302 -0.6823 0.5956 -0.046 0.142 -0.352 -0.8516
C -5.6712 0.3852 0.3244 0.056 -0.364 0.278 -0.3984
C -4.3724 0.0811 1.0684 -0.054 0.366 -0.039 -0.8100
C -3.3287 1.1916 0.9474 -0.002 -0.297 -0.165 -0.5235
C -2.7993 1.3580 -0.4767 0.300 0.203 0.402 -0.4480
C -1.6491 2.3566 -0.5442 -0.597 0.020 -0.590 -0.8373
H -1.3234 2.5004 -1.5781 0.015 0.063 0.179 0.3694
H -1.9297 3.3121 -0.0996 0.075 -0.077 -0.054 0.4699
O -0.5230 1.9098 0.2369 0.119 0.118 0.426 -0.3354
C 0.3052 1.0625 -0.3125 0.537 -0.364 0.268 1.0550
O 0.2681 0.6089 -1.4264 -0.175 0.058 -0.172 -0.5799
C 1.4406 0.6902 0.6679 -0.548 0.675 -0.104 -1.3220
N 2.1082 -0.4752 0.1589 0.539 -0.191 -0.415 0.6290
C 2.8467 -0.5140 -0.9564 0.095 0.033 0.095 -0.0354
N 3.0894 -1.7819 -1.3083 -0.287 0.658 0.417 0.4732
C 2.4712 -2.6123 -0.3923 -0.574 0.006 0.774 1.0596
C 2.4000 -3.9956 -0.2846 0.028 0.068 -0.035 -1.1373
C 1.6734 -4.5054 0.7718 0.064 0.004 -0.091 -0.6769
C 1.0351 -3.6734 1.6944 -0.021 0.116 0.018 -0.7820
C 1.1029 -2.2984 1.5988 0.015 0.046 -0.050 -0.9487
C 1.8337 -1.7755 0.5401 0.186 -0.838 -0.237 1.2127
H 0.6059 -1.6675 2.3172 -0.060 0.079 0.090 0.3865
H 0.4748 -4.1189 2.5006 -0.053 -0.025 0.085 0.4327
H 1.5940 -5.5743 0.8889 0.004 -0.103 -0.003 0.4218
H 2.8870 -4.6511 -0.9876 0.052 -0.077 -0.083 0.3464
C 3.8327 -2.2130 -2.4647 0.425 -0.055 -0.579 -0.8270
H 4.8755 -1.8961 -2.3983 -0.061 -0.039 0.030 0.3022
H 3.8037 -3.2980 -2.5175 -0.018 0.077 0.011 0.3520
H 3.3923 -1.8050 -3.3747 0.005 -0.073 0.051 0.3423
C 3.3596 0.6884 -1.6918 0.019 0.158 -0.428 -1.0883
O 3.6979 1.7539 -0.8511 0.099 0.045 0.120 -0.3570
C 4.8781 1.6834 -0.1256 0.129 0.131 0.166 0.6669
C 5.6182 0.5273 0.0627 -0.261 -0.062 -0.217 -0.0649
C 6.7770 0.5743 0.8236 0.088 0.059 0.067 -0.8213
C 7.1925 1.7596 1.3992 0.083 -0.098 0.033 -0.5269
C 6.4430 2.9115 1.2159 -0.062 -0.029 -0.039 -0.4839
C 5.2901 2.8777 0.4573 -0.202 -0.109 -0.138 -0.5067
H 4.6967 3.7633 0.2958 -0.064 0.135 -0.023 0.4481
H 6.7598 3.8414 1.6611 0.025 0.099 0.038 0.4006
H 8.0956 1.7874 1.9875 0.089 0.002 0.060 0.4106
H 7.3522 -0.3282 0.9627 0.053 -0.075 0.016 0.4032
H 5.3133 -0.4149 -0.3686 -0.005 -0.090 -0.051 0.3894
H 4.2089 0.3997 -2.3244 -0.109 -0.037 0.096 0.5246
H 2.5569 1.0685 -2.3375 0.156 -0.193 0.090 0.3383
H 1.0351 0.4903 1.6586 0.094 -0.018 -0.081 0.4192
H 2.1272 1.5389 0.7238 -0.110 -0.199 0.087 0.1819
H -3.5898 1.7216 -1.1321 -0.001 -0.004 -0.115 0.4109
H -2.4573 0.3947 -0.8625 -0.038 -0.010 -0.103 0.2827
H -2.4910 0.9639 1.6119 0.001 0.072 0.044 0.3142
H -3.7656 2.1350 1.2799 0.019 0.083 0.087 0.2818
H -3.9513 -0.8562 0.6954 0.021 -0.087 0.041 0.3317
H -4.6030 -0.0606 2.1266 0.000 -0.096 0.028 0.3844
H -5.4834 0.4301 -0.7498 -0.034 0.082 -0.101 0.2606
H -6.0414 1.3603 0.6439 0.000 0.124 -0.056 0.2715
H -6.3069 -1.6611 0.3542 0.038 -0.046 0.082 0.3790
H -6.9773 -0.6844 1.6596 0.022 -0.064 0.080 0.3544
H -7.7585 -0.4162 -1.2782 -0.027 -0.053 -0.091 0.2687
H -8.6312 -1.3785 -0.0867 -0.033 -0.049 -0.101 0.3188
H -8.2040 1.6355 0.0434 0.035 0.046 0.094 0.2500
H -9.0443 0.6776 1.2639 0.027 0.052 0.105 0.2605
H -10.5296 1.8894 -0.3710 0.005 0.027 -0.098 0.3363
H -9.8922 0.8698 -1.6594 0.004 0.092 -0.052 0.3170
H -10.8244 -1.1456 -0.5422 -0.031 -0.140 0.003 0.3197
H -11.3677 -0.1550 0.8137 -0.059 -0.041 0.123 0.2895
H -12.0862 0.0563 -0.7825 -0.117 -0.062 -0.011 0.3685
```
Forces are in eV/Å.

Properties
**SMILES string**: CCCCCCCCCCOC(=O)Cn1c(COc2ccccc2)[n+](C)c2ccccc21
**Orbital gap**: 8.75 eV
**Charge**: +1

***

Number 1: LUMO -6.2 eV. Number 2: LUMO -2.9 eV.